Record 1
10
Properties=species:S:1:pos:R:3 method="wB97M-V/def2-TZVPD" lumo_energy_ev="-1.26 / -1.26" relative_energy_kj_mol=151.2 charge=0
C 0.03416 1.57968 0.60008
C -0.17529 0.11080 0.62252
C -0.01038 -0.65377 -0.57682
S 1.40950 0.73066 1.38597
S -0.11477 -3.19651 -2.26155
S -0.48379 -2.26691 -0.59604
H 0.27759 2.03705 -0.35119
H -0.57400 2.19439 1.24966
H -0.83083 -0.32117 1.36588
H 0.46782 -0.21421 -1.43851

***

Record 2
11
Properties=species:S:1:pos:R:3 method="wB97M-V/def2-TZVPD" lumo_energy_ev=0.31 relative_energy_kj_mol=57.2 smiles="SC1(S)C=CSS1" charge=0
C 0.21268 -0.77856 0.80021
C 1.49460 -0.85672 0.95093
C -0.31580 0.31278 -0.19866
S 2.52176 0.04606 -0.07239
S 1.05771 1.41658 -0.55763
S -1.57577 1.46297 0.60619
S -0.98644 -0.59088 -1.61048
H -0.35823 -1.35212 1.41335
H 2.00276 -1.54441 1.64248
H -2.38449 1.60752 -0.46932
H -1.66878 0.27678 -2.50469

***

Record 3
12
Properties=species:S:1:pos:R:3 method="wB97M-V/def2-TZVPD" lumo_energy_ev=-1.60 relative_energy_kj_mol=87.6 charge=0
H -1.31222 -1.15394 1.31733
O 0.13139 -0.76857 -0.48025
C -1.12415 -0.74599 -0.57776
O -1.72060 -0.28442 -1.57981
Ag 0.34713 0.03395 -2.76182
O -1.87632 -1.13101 0.47025
C -2.43167 1.10062 2.85011
C -2.12324 0.16586 3.77264
H -1.66381 1.77461 2.46346
H -3.40015 1.08643 2.34641
H -1.19475 0.23899 4.34303
H -2.90393 -0.46542 4.20507

***

Record 4
13
Properties=species:S:1:pos:R:3 method="wB97M-V/def2-TZVPD" lumo_energy_ev="-9.86 / -14.60" relative_energy_kj_mol=0.0 multiplicity=3 charge=+2 s_squared=2.016
O 0.76018 -2.43806 3.53748
C 0.80362 -1.88279 2.46852
O -0.06094 -1.78249 1.53148
O 1.84874 -1.00396 2.14355
H 2.61076 -1.06480 2.73186
C -0.50944 1.65404 -0.02633
O 0.48779 0.91520 -0.01682
C -1.89630 1.15585 0.06756
H -2.24693 1.80169 -0.81278
H -0.35020 2.70135 0.28880
H -2.02613 0.13070 -0.29006
H -2.39371 1.61206 0.93686
Au 0.95006 -0.69550 0.41538